Entry from OMol25: a 4-piece molecular cluster, C3H17N2O3 overall in a non-equilibrium geometry (ωB97M-V/def2-TZVPD).

CARTESIAN COORDINATES (ANGSTROEM)
H 0.2177 -1.0766 -1.4404
H 2.3912 -1.1515 -1.0144
H -1.3949 -1.4260 -1.1446
N -0.6160 -0.6608 -1.0342
H -0.8135 1.9526 0.0413
O -0.4071 -1.3477 3.5047
O -2.0806 -2.3685 1.0121
H -1.6130 -2.2612 1.8515
H 1.5130 0.8149 -1.1831
H 1.6103 2.2536 0.8512
H -2.1740 0.5991 -1.8006
H 1.3655 3.5265 -0.1865
H -0.8401 -0.7326 4.0335
H -0.2522 -0.5599 -0.0577
H 2.3578 -1.9670 0.3252
H -1.0441 2.7980 -1.3850
H 0.3622 -1.3456 4.0563
N 1.8077 2.6944 -0.1597
H -2.3617 -3.3035 0.9471
C -0.4791 1.8519 -1.0553
O 1.8484 -1.3836 -0.2940
H -0.8234 0.5047 -2.9512
C 1.0741 1.8487 -1.2066
C -1.1138 0.5645 -1.7675
H 1.3836 2.3465 -2.1907

Force components x, y, z for each atom (eV/Å):
H 0.035 0.007 -0.436
H 1.578 0.224 -1.111
H 1.888 1.548 1.187
N -1.833 -1.888 -0.839
H 0.731 -1.037 -1.196
O 0.786 -1.075 -1.180
O -0.060 -0.513 -0.437
H -0.041 -0.179 0.102
H -0.551 1.064 0.015
H 0.530 1.378 -2.932
H -0.914 -0.208 0.534
H -1.586 3.689 0.216
H -2.411 1.925 1.007
H -1.206 0.162 -0.592
H -0.530 0.814 -1.057
H 1.297 -1.311 -0.395
H 1.528 -0.877 0.024
N 0.130 -5.995 1.628
H 0.266 0.784 0.302
C -1.478 0.136 0.181
O -0.644 -1.187 2.195
H -0.244 -0.010 3.084
C 0.938 1.615 0.080
C 2.381 1.911 -1.525
H -0.589 -0.977 1.144

Output
Calculated total energy (eV): -12502.0904
HOMO level (eV): -12.80
Largest force on an atom (eV/Å): 6.2
Charge: +1
Orbital gap (eV): 9.85
Lowest unoccupied orbital energy (eV): -2.95